*1*
Density functional theory data (ωB97M-V/def2-TZVPD) for a 2-piece molecular cluster, C4H9NO3 overall.

Output
HOMO (hartree): -0.3520
M (g/mol): 119.1
SMILES: NC(=O)CCC=O.O

```
! wB97M-V def2-TZVPD RIJCOSX def2/J DEFGRID3
* xyz 0 1
N -1.51 -2.36 0.52
C -1.01 -1.27 1.17
O -1.08 -1.18 2.38
C -0.32 -0.21 0.35
C 0.36 0.85 1.23
C -0.66 1.74 1.91
O -0.84 2.88 1.54
H -1.46 -2.38 -0.49
H -2.25 -2.85 0.99
H -1.01 0.20 -0.38
H 0.40 -0.59 -0.38
H 1.00 1.48 0.61
H 0.98 0.34 1.97
H -1.25 1.30 2.72
O 2.76 0.35 -4.51
H 3.18 0.42 -5.38
H 2.69 1.28 -4.25
*
```

=====

*2*
Density functional theory data (ωB97M-V/def2-TZVPD) for one molecule with the formula C4H9NO3.

Output
HOMO (hartree): -0.3384
M (g/mol): 119.1
SMILES: C[C@@H](N)[C@H](O)C(=O)O

```
! wB97M-V def2-TZVPD RIJCOSX def2/J DEFGRID3
* xyz 0 1
C 0.39 -0.11 1.51
C 0.84 -0.33 -0.22
N 1.01 -1.68 -0.56
C -0.26 0.35 -1.01
O 0.30 1.32 -1.87
C -1.16 0.97 0.07
O -1.14 2.17 0.32
O -2.33 0.25 0.12
H -0.12 0.60 2.16
H 1.38 0.01 1.96
H 0.01 -1.09 1.78
H 1.79 0.21 -0.25
H 0.47 -1.97 -1.37
H 1.93 -2.06 -0.35
H -0.84 -0.34 -1.63
H 0.24 2.17 -1.39
H -2.52 -0.47 0.73
*
```

=====

*3*
Density functional theory data (ωB97M-V/def2-TZVPD) for a 2-piece molecular cluster, C4H9NO3 overall.

Output
HOMO (hartree): -0.3304
M (g/mol): 119.1
SMILES: CC(=O)NCC=O.O

```
! wB97M-V def2-TZVPD RIJCOSX def2/J DEFGRID3
* xyz 0 1
C 1.46 1.25 0.37
C 1.65 0.09 -0.54
O 2.55 -0.18 -1.25
N 0.61 -0.92 -0.65
C -0.40 -1.19 0.26
C -1.84 -1.26 -0.50
O -2.87 -0.78 0.01
H 0.70 1.97 -0.11
H 1.24 1.29 1.44
H 2.39 1.82 0.34
H 0.39 -1.35 -1.53
H -0.23 -2.05 0.80
H -0.63 -0.24 0.86
H -1.95 -1.77 -1.50
O -0.84 2.01 1.61
H -0.48 2.94 1.74
H -1.70 2.25 2.07
*
```

=====

Which structure is most stable? *1*, by 1.958 eV over the runner-up.

=====

*1*
Density functional theory data (ωB97M-V/def2-TZVPD) for a 2-piece molecular cluster, C4H9NO3 overall.

Output
HOMO (hartree): -0.3402
M (g/mol): 119.1
SMILES: CO[N+](=O)[O-].C=CC

```
! wB97M-V def2-TZVPD RIJCOSX def2/J DEFGRID3
* xyz 0 1
C -0.50 -0.07 -2.10
O -0.15 -0.99 -1.10
N 1.42 -0.79 -0.49
O 1.72 -1.75 0.15
O 2.08 -0.08 -1.18
H -1.15 -0.58 -2.81
H 0.36 0.32 -2.67
H -1.01 0.80 -1.66
C 0.88 1.00 1.27
C -0.04 0.16 1.79
C -1.38 0.01 1.22
H 1.90 0.99 1.62
H 0.60 1.78 0.57
H 0.30 -0.64 2.43
H -2.09 -0.43 1.92
H -1.78 0.92 0.80
H -1.17 -0.65 0.26
*
```

=====

*2*
Density functional theory data (ωB97M-V/def2-TZVPD) for a 2-piece molecular cluster, C4H9NO3 overall.

Output
HOMO (hartree): -0.3562
M (g/mol): 119.1
SMILES: O=CCCNC=O.O

```
! wB97M-V def2-TZVPD RIJCOSX def2/J DEFGRID3
* xyz 0 1
O -2.11 2.70 1.73
C -1.52 1.67 1.89
C -1.25 0.62 0.81
C 0.28 0.15 0.97
N 0.65 -0.53 -0.21
C 1.31 -1.77 -0.25
O 1.82 -2.19 -1.26
H -1.12 1.46 2.91
H -1.78 -0.27 1.17
H -1.49 1.01 -0.19
H 0.85 1.09 1.11
H 0.40 -0.46 1.85
H 0.67 -0.01 -1.10
H 1.09 -2.36 0.63
O 0.52 -0.40 -2.96
H 1.46 -0.25 -2.93
H 0.33 -1.33 -2.75
*
```

=====

Which structure is most stable? *2*, by 5.819 eV over the runner-up.

=====

*1*
Density functional theory data (ωB97M-V/def2-TZVPD) for a 2-piece molecular cluster, C4H9NO3 overall.

Output
HOMO (hartree): -0.3009
M (g/mol): 119.1
SMILES: C=C(C)N.O=C(O)O

```
! wB97M-V def2-TZVPD RIJCOSX def2/J DEFGRID3
* xyz 0 1
C -0.34 1.22 0.62
C 0.74 0.84 -0.11
C 2.06 0.61 0.58
N 0.67 0.63 -1.45
H -1.25 1.56 0.13
H -0.26 1.38 1.69
H 2.68 -0.09 0.01
H 1.92 0.17 1.57
H 2.60 1.55 0.67
H 1.39 0.04 -1.86
H -0.27 0.46 -1.82
O -2.65 -1.40 1.22
C -1.75 -1.35 0.41
O -0.53 -1.94 0.51
O -1.95 -1.05 -0.89
H -0.14 -1.84 -0.38
H -2.90 -0.81 -0.90
*
```

=====

*2*
Density functional theory data (ωB97M-V/def2-TZVPD) for a 2-piece molecular cluster, C4H9NO3 overall.

Output
HOMO (hartree): -0.3526
M (g/mol): 119.1
SMILES: CC(=O)NCC=O.O

```
! wB97M-V def2-TZVPD RIJCOSX def2/J DEFGRID3
* xyz 0 1
C 0.52 1.80 -0.31
C 0.07 0.86 0.77
O 0.75 0.64 1.74
N -1.20 0.26 0.60
C -1.97 0.40 -0.66
C -2.37 -1.01 -1.14
O -2.47 -1.90 -0.34
H 0.08 2.79 -0.18
H 1.61 1.98 -0.21
H 0.50 1.47 -1.34
H -1.47 -0.58 1.10
H -2.86 0.85 -0.20
H -1.57 0.97 -1.48
H -2.50 -1.22 -2.23
O 5.03 -1.16 -0.42
H 5.89 -0.82 -0.71
H 5.06 -0.82 0.47
*
```

=====

*3*
Density functional theory data (ωB97M-V/def2-TZVPD) for a 2-piece molecular cluster, C4H9NO3 overall.

Output
HOMO (hartree): -0.3651
M (g/mol): 119.1
SMILES: O=CCCNC=O.O

```
! wB97M-V def2-TZVPD RIJCOSX def2/J DEFGRID3
* xyz 0 1
O 2.06 3.35 -0.45
C 1.88 2.30 0.10
C 0.69 1.36 -0.27
C 0.60 0.19 0.80
N -0.22 -0.92 0.22
C -0.78 -1.77 1.07
O -1.64 -2.56 0.75
H 2.58 1.90 0.95
H -0.28 1.85 -0.18
H 0.97 0.91 -1.24
H 1.66 -0.26 0.96
H 0.32 0.48 1.73
H -0.53 -0.90 -0.83
H -0.32 -1.95 2.02
O -1.98 -1.36 -1.80
H -2.76 -1.42 -2.15
H -1.99 -2.03 -0.99
*
```

=====

Which structure is most stable? *1*, by 0.683 eV over the runner-up.

=====

*1*
Density functional theory data (ωB97M-V/def2-TZVPD) for one molecule with the formula C4H9NO3.

Output
HOMO (hartree): -0.2984
M (g/mol): 119.1
SMILES: CC(=O)CNC(O)O

```
! wB97M-V def2-TZVPD RIJCOSX def2/J DEFGRID3
* xyz 0 1
C 0.29 -1.58 1.04
C -0.60 -0.40 0.84
O -1.83 -0.50 0.77
C 0.03 1.00 1.05
N 0.79 1.26 -0.18
C -0.03 0.56 -1.28
O 0.51 -0.61 -1.79
O -1.32 0.92 -1.50
H 0.45 -1.73 2.12
H -0.17 -2.48 0.63
H 1.27 -1.43 0.59
H 0.70 1.07 1.92
H -0.77 1.73 1.13
H 1.69 0.80 -0.20
H 0.56 1.56 -1.62
H 0.30 -0.68 -2.73
H -1.88 0.52 -0.79
*
```

=====

*2*
Density functional theory data (ωB97M-V/def2-TZVPD) for a 2-piece molecular cluster, C4H9NO3 overall.

Output
HOMO (hartree): -0.3271
M (g/mol): 119.1

```
! wB97M-V def2-TZVPD RIJCOSX def2/J DEFGRID3
* xyz 0 1
O -0.29 0.77 -2.75
C 0.85 1.22 -1.94
C 0.42 1.42 -0.60
C 0.19 0.28 0.42
C -1.16 -0.37 0.92
N -2.28 0.00 0.28
O -1.01 -1.12 1.95
H 1.57 0.39 -1.91
H 0.04 2.32 -0.18
H 1.15 2.13 -2.41
H 0.50 -0.70 -0.03
H 0.75 0.51 1.34
H -0.83 0.47 -2.11
H -3.11 -0.58 0.69
H 0.38 -1.80 2.08
H 1.57 -2.70 2.51
O 1.27 -2.23 1.72
*
```

=====

Which structure is most stable? *1*, by 1.814 eV over the runner-up.

=====

*1*
Density functional theory data (ωB97M-V/def2-TZVPD) for a 2-piece molecular cluster, C2H7NO3 overall.

Output
HOMO (hartree): -0.3633
M (g/mol): 93.1
SMILES: O=CO.NCO

```
! wB97M-V def2-TZVPD RIJCOSX def2/J DEFGRID3
* xyz 0 1
O -1.80 1.24 -0.27
C -2.24 0.13 -0.26
O -1.65 -1.07 -0.27
H -3.35 0.01 -0.42
H -0.77 -0.97 -0.69
N 0.94 0.13 -0.69
C 1.67 0.31 0.57
O 2.69 -0.62 0.88
H 0.28 0.88 -0.85
H 1.57 -0.04 -1.46
H 2.11 1.31 0.64
H 0.89 0.32 1.34
H 2.16 -1.33 1.26
*
```

=====

*2*
Density functional theory data (ωB97M-V/def2-TZVPD) for a 3-piece molecular cluster, C2H7NO3 overall.

Output
HOMO (hartree): -0.3406
M (g/mol): 93.1

```
! wB97M-V def2-TZVPD RIJCOSX def2/J DEFGRID3
* xyz 0 1
O 2.32 0.01 1.12
C 2.08 -0.97 0.43
O 1.65 -1.15 -0.73
C -0.33 1.25 -0.19
N -0.75 0.29 -1.13
H 2.35 -1.99 0.86
H -0.85 2.21 -0.24
H -0.48 0.87 0.84
H 0.75 1.48 -0.36
H -0.05 -0.40 -1.44
H -2.99 -0.81 0.94
H -1.63 -0.14 -0.75
O -2.08 -0.65 0.64
*
```

=====

*3*
Density functional theory data (ωB97M-V/def2-TZVPD) for one molecule with the formula C2H7NO3.

Output
HOMO (hartree): -0.3703
M (g/mol): 93.1
SMILES: C[C@@H](O)OON

```
! wB97M-V def2-TZVPD RIJCOSX def2/J DEFGRID3
* xyz 0 1
C -0.28 -0.37 1.33
C 0.73 -0.79 0.27
O 0.42 -2.01 -0.32
O 0.88 0.19 -0.76
O -0.41 0.27 -1.51
N -0.32 1.85 -0.88
H -0.01 0.61 1.74
H -0.28 -1.11 2.13
H -1.27 -0.31 0.89
H 1.74 -0.87 0.69
H -0.34 -1.85 -0.90
H 0.38 2.36 -1.41
H -1.24 2.02 -1.27
*
```

=====

*4*
Density functional theory data (ωB97M-V/def2-TZVPD) for a 2-piece molecular cluster, C2H7NO3 overall.

Output
HOMO (hartree): -0.3446
M (g/mol): 93.1
SMILES: CNC=O.OO

```
! wB97M-V def2-TZVPD RIJCOSX def2/J DEFGRID3
* xyz 0 1
C -0.51 0.26 1.28
N -0.06 -1.09 0.91
C 1.07 -1.36 -0.06
O 1.72 -0.47 -0.53
H 0.37 0.91 1.28
H -1.21 0.65 0.55
H -0.96 0.24 2.27
H -0.78 -1.81 0.92
H 1.02 -2.08 0.93
O 0.31 1.70 -1.61
O -0.88 0.93 -1.87
H 0.91 1.01 -1.25
H -1.01 1.11 -2.81
*
```

=====

Which structure is most stable? *1*, by 5.336 eV over the runner-up.

=====

*1*
Density functional theory data (ωB97M-V/def2-TZVPD) for a 2-piece molecular cluster, C2H7NO3 overall.

Output
HOMO (hartree): -0.3424
M (g/mol): 93.1
SMILES: O=CO.NCO

```
! wB97M-V def2-TZVPD RIJCOSX def2/J DEFGRID3
* xyz 0 1
O -2.55 2.20 -1.25
C -1.57 1.84 -1.84
O -0.44 2.01 -1.08
H -1.28 1.69 -2.88
H -0.49 2.73 -0.50
N 1.44 -1.96 0.61
C 0.27 -1.26 1.26
O 0.37 0.15 1.05
H 1.91 -2.78 1.19
H 1.40 -1.83 -0.42
H -0.65 -1.61 0.78
H 0.35 -1.47 2.38
H 1.22 0.30 0.70
*
```

=====

*2*
Density functional theory data (ωB97M-V/def2-TZVPD) for a 2-piece molecular cluster, C2H7NO3 overall.

Output
HOMO (hartree): -0.3602
M (g/mol): 93.1
SMILES: CNC(=O)O.O

```
! wB97M-V def2-TZVPD RIJCOSX def2/J DEFGRID3
* xyz 0 1
C 0.14 -1.51 -1.67
N 0.88 -0.71 -0.70
C 0.36 0.07 0.29
O 1.14 0.78 0.96
O -0.98 0.03 0.45
H 0.95 -2.16 -2.30
H -0.64 -2.18 -1.17
H -0.47 -0.98 -2.46
H 1.88 -0.74 -0.92
H -1.08 0.49 1.38
O -0.94 2.44 1.72
H 0.06 2.36 1.87
H -1.29 2.10 2.55
*
```

=====

Which structure is most stable? *2*, by 1.773 eV over the runner-up.

=====

*1*
Density functional theory data (ωB97M-V/def2-TZVPD) for a 3-piece molecular cluster, C2H9NO4 overall.

Output
HOMO (hartree): -0.3442
M (g/mol): 111.1
SMILES: CNC(=O)O.O.O

```
! wB97M-V def2-TZVPD RIJCOSX def2/J DEFGRID3
* xyz 0 1
C -0.42 1.40 -2.02
N 0.28 0.88 -0.93
C -0.30 0.09 0.03
O 0.06 0.02 1.19
O -1.36 -0.59 -0.54
H 0.47 1.97 -2.65
H -0.49 0.51 -2.83
H -1.51 1.90 -1.89
H 1.08 1.47 -0.66
H -1.76 -1.29 -0.09
O 2.83 1.78 1.03
H 3.16 0.99 1.16
H 2.29 1.77 1.79
O -1.37 -3.13 0.93
H -1.42 -3.13 1.91
H -0.66 -3.85 0.85
*
```

=====

*2*
Density functional theory data (ωB97M-V/def2-TZVPD) for a 3-piece molecular cluster, C2H9NO4 overall.

Output
HOMO (hartree): -0.3826
M (g/mol): 111.1
SMILES: O=CNCO.O.O

```
! wB97M-V def2-TZVPD RIJCOSX def2/J DEFGRID3
* xyz 0 1
O -1.68 -0.63 -0.87
C -1.28 0.45 -1.24
N -0.35 1.18 -0.58
C -0.10 0.91 0.83
O 0.70 -0.19 1.08
H -1.60 0.91 -2.18
H 0.00 2.03 -0.99
H -1.06 0.82 1.33
H 0.33 1.83 1.24
H 0.11 -0.94 1.27
O 2.61 0.73 -0.91
H 3.25 0.09 -1.23
H 2.12 0.22 -0.24
O -0.94 -2.33 1.20
H -1.42 -1.90 0.46
H -0.69 -3.18 0.83
*
```

=====

Which structure is most stable? *2*, by 1.298 eV over the runner-up.

=====

*1*
Density functional theory data (ωB97M-V/def2-TZVPD) for a 3-piece molecular cluster, C2H9NO4 overall.

Output
HOMO (hartree): -0.3785
M (g/mol): 111.1
SMILES: O=CNCO.O.O

```
! wB97M-V def2-TZVPD RIJCOSX def2/J DEFGRID3
* xyz 0 1
O -1.28 0.88 1.58
C -1.06 -0.31 1.38
N 0.17 -0.69 0.87
C 1.12 0.20 0.25
O 0.95 0.26 -1.16
H -1.69 -1.11 1.77
H 0.27 -1.64 0.57
H 0.78 1.19 0.64
H 2.20 -0.04 0.28
H 0.31 0.99 -1.49
O 0.74 -2.44 -1.29
H 1.02 -3.04 -1.96
H 1.06 -1.57 -1.57
O -0.79 2.18 -0.75
H -0.97 1.58 0.00
H -1.59 2.37 -1.23
*
```

=====

*2*
Density functional theory data (ωB97M-V/def2-TZVPD) for a 3-piece molecular cluster, C2H9NO4 overall.

Output
HOMO (hartree): -0.3656
M (g/mol): 111.1
SMILES: O=CNCO.O.O

```
! wB97M-V def2-TZVPD RIJCOSX def2/J DEFGRID3
* xyz 0 1
O 0.35 0.54 -1.98
C -0.60 1.30 -2.03
N -1.42 1.69 -1.03
C -1.73 0.86 0.16
O -0.64 0.08 0.50
H -0.89 1.69 -3.02
H -2.19 2.29 -1.29
H -2.58 0.22 -0.07
H -2.00 1.50 1.00
H -0.06 -0.04 -0.27
O 2.17 1.14 0.40
H 2.55 0.64 1.12
H 2.04 0.47 -0.29
O 1.03 -4.63 2.92
H 1.58 -3.83 2.96
H 1.65 -5.29 2.58
*
```

=====

Which structure is most stable? *1*, by 0.448 eV over the runner-up.